No. 1
Formula: C43H44IMnN7O3S3
Source: the OMol25 dataset
Level of theory: wB97M-V/def2-TZVPD

Each line ends with the Löwdin spin population.
CARTESIAN COORDINATES (ANGSTROEM)
Mn 0.9217 -0.2915 0.4999  4.2105
O -2.3018 4.1024 -0.6230  0.0005
C -3.1209 3.1855 -0.0784  0.0003
C -4.4655 3.5357 0.0657  -0.0001
C -5.3721 2.6345 0.5871  0.0004
C -4.9610 1.3672 0.9951  0.0000
C -3.6288 1.0251 0.8859  0.0007
C -2.6912 1.9133 0.3510  0.0004
C -1.2794 1.4772 0.3020  0.0058
O -0.9496 0.4179 0.9210  0.0354
N -0.4138 2.2515 -0.3616  0.0030
N 0.8347 1.7597 -0.2152  0.0177
C 1.8763 2.4619 -0.4016  0.0184
C 3.1281 1.8975 0.1014  0.0048
C 4.3471 2.5348 -0.0780  0.0038
C 5.4788 1.9945 0.5107  0.0011
C 5.3562 0.8398 1.2626  0.0034
C 4.1013 0.2623 1.3837  0.0058
N 3.0106 0.7715 0.8253  0.0420
H -1.4080 3.6735 -0.7253  0.0000
H -4.7726 4.5193 -0.2636  0.0000
H -6.4137 2.9194 0.6723  0.0000
H -5.6709 0.6571 1.3972  0.0000
H -3.2786 0.0530 1.2081  0.0002
H 1.8470 3.4804 -0.7841  0.0012
H 4.4006 3.4405 -0.6673  0.0003
H 6.4416 2.4719 0.3842  0.0000
H 6.2082 0.3859 1.7480  0.0004
H 3.9658 -0.6491 1.9540  0.0008
S 2.5086 -1.3814 -0.9722  -0.0010
C 1.6612 -2.4281 -2.0471  0.2150
N 2.2857 -3.5435 -2.5220  0.1584
C 1.5201 -4.5202 -3.2722  0.0124
C 0.5876 -3.8012 -4.2170  0.0074
N -0.2290 -2.8688 -3.4642  0.0912
C -1.6312 -2.7882 -3.8392  0.0114
C -2.3954 -3.9970 -3.3530  0.0053
C -2.4373 -4.2805 -1.9879  0.0006
C -3.1138 -5.3979 -1.5287  0.0001
C -3.7548 -6.2465 -2.4250  0.0003
C -3.7156 -5.9712 -3.7820  0.0002
C -3.0350 -4.8496 -4.2423  0.0009
C 0.3055 -2.1588 -2.4352  0.1337
S -0.6409 -1.0643 -1.5439  0.1484
C 3.6713 -3.8865 -2.2538  0.0133
C 4.5306 -3.7208 -3.4859  0.0071
C 4.5974 -2.4779 -4.1139  -0.0004
C 5.3710 -2.3091 -5.2498  0.0001
C 6.0882 -3.3796 -5.7730  0.0004
C 6.0266 -4.6170 -5.1536  0.0003
C 5.2475 -4.7851 -4.0144  0.0013
H 0.9401 -5.1586 -2.5943  0.0046
H 2.2164 -5.1456 -3.8316  0.0004
H -0.0733 -4.5207 -4.7016  0.0006
H 1.1637 -3.2801 -4.9911  0.0018
H -1.6952 -2.7163 -4.9283  0.0020
H -2.0405 -1.8732 -3.4154  0.0026
H -1.9384 -3.6132 -1.2926  0.0006
H -3.1468 -5.6080 -0.4673  0.0001
H -4.2828 -7.1188 -2.0622  0.0000
H -4.2103 -6.6285 -4.4854  0.0000
H -3.0045 -4.6340 -5.3048  0.0001
H 3.7145 -4.9208 -1.9013  0.0036
H 4.0325 -3.2532 -1.4464  0.0009
H 4.0369 -1.6464 -3.7013  -0.0009
H 5.4189 -1.3402 -5.7300  0.0000
H 6.6908 -3.2461 -6.6618  0.0000
H 6.5798 -5.4554 -5.5566  0.0001
H 5.1981 -5.7547 -3.5314  0.0002
I 0.1997 -3.7049 1.1050  -0.0084
C 1.0800 -1.9039 1.7454  -0.1886
H 2.1411 -2.0974 1.8760  0.0039
H 0.6146 -1.5736 2.6739  -0.0067
C 0.7267 5.1763 4.6036  0.0001
C 0.0029 5.4787 3.2982  0.0001
C -0.0257 4.2843 2.3553  0.0004
N -0.8818 3.2224 2.8654  0.0046
C -0.4841 2.0371 3.3130  0.0041
S 1.0947 1.4804 3.2593  0.0071
N -1.4590 1.1958 3.8237  0.0015
C -2.8081 1.4049 4.1159  0.0003
O -3.5850 0.4820 4.0593  0.0009
C -3.2162 2.7656 4.5789  0.0000
C -4.3733 3.3359 4.0620  0.0000
C -4.7672 4.5949 4.4910  0.0000
C -4.0253 5.2652 5.4536  0.0000
C -2.8838 4.6815 5.9894  0.0000
C -2.4713 3.4366 5.5447  0.0000
H 0.7318 6.0445 5.2634  0.0000
H 1.7609 4.8845 4.4148  0.0000
H 0.2502 4.3521 5.1375  0.0001
H 0.4910 6.3077 2.7792  0.0000
H -1.0227 5.8057 3.4969  0.0000
H 0.9711 3.8614 2.2293  0.0002
H -0.4054 4.5658 1.3719  0.0001
H -1.8715 3.4248 2.8666  0.0002
H -1.2001 0.2181 3.7732  0.0000
H -4.9397 2.7948 3.3168  0.0000
H -5.6560 5.0508 4.0754  0.0000
H -4.3390 6.2442 5.7919  0.0000
H -2.3131 5.2003 6.7484  0.0000
H -1.5748 2.9780 5.9440  0.0000

Cartesian forces (eV/Å) of the 3 atoms listed first:
Mn -0.17 -0.20 -0.59
O 0.45 -0.16 -0.03
C -0.10 -0.13 0.04

Output
Gap between HOMO and LUMO (spin up / spin down) = 5.25 / 7.23 eV
E_LUMO (spin up / spin down) = -0.78 / -0.49 eV
ΔE to the lowest compared entry with this formula, charge and spin = 0.080 eV
Spin multiplicity = 6
Total charge = 0

No. 2
Formula: C43H44IN5O2PS2Tc
Source: the OMol25 dataset
Level of theory: wB97M-V/def2-TZVPD

Each line ends with the Löwdin spin population.
CARTESIAN COORDINATES (ANGSTROEM)
Tc -0.1369 -0.2704 -0.8140  0.9832
C 1.3149 1.8120 -2.7890  0.0008
N -0.0293 1.5945 -2.2087  -0.0055
C -0.5070 2.8985 -1.6895  0.0019
C -0.9585 1.2529 -3.3251  0.0001
C -0.8227 -0.1796 -3.7236  0.0013
C -1.0294 -0.5744 -5.0434  -0.0014
C -0.9054 -1.9046 -5.4021  0.0030
C -0.5560 -2.8388 -4.4338  -0.0003
C -0.3511 -2.4413 -3.1238  0.0058
C -0.5012 -1.1071 -2.7341  -0.0076
H 1.2926 2.6836 -3.4507  -0.0003
H 1.6125 0.9439 -3.3701  0.0000
H 2.0439 1.9794 -1.9992  0.0001
H -0.4936 3.6294 -2.5037  -0.0002
H 0.1248 3.2590 -0.8903  0.0000
H -1.5278 2.8065 -1.3313  0.0001
H -0.7676 1.9274 -4.1667  -0.0002
H -1.9731 1.4528 -2.9755  0.0002
H -1.2759 0.1699 -5.7930  -0.0002
H -1.0586 -2.2092 -6.4293  0.0002
H -0.4436 -3.8825 -4.7019  0.0000
H -0.0943 -3.2006 -2.3959  0.0004
O -4.4403 3.0026 0.7635  0.0007
C -3.4493 3.2554 1.6335  -0.0003
C -3.6707 4.2636 2.5727  0.0000
C -2.7018 4.5770 3.5013  -0.0004
C -1.4845 3.8950 3.5209  0.0000
C -1.2573 2.9041 2.5928  -0.0003
C -2.2231 2.5682 1.6356  0.0002
C -1.9169 1.5083 0.6662  0.0021
O -0.7178 1.0014 0.6783  0.0477
N -2.8142 1.1132 -0.1819  0.0129
N -2.3658 0.0387 -0.9752  -0.0083
C -3.3979 -0.5956 -1.4471  0.0132
S -3.3519 -2.0872 -2.3431  0.0109
C -5.1044 -2.4696 -2.0718  0.0011
C -5.8689 -1.1699 -2.1466  0.0004
S -5.0016 0.0117 -1.0882  0.0063
H -4.1623 2.2692 0.1801  -0.0001
H -4.6198 4.7823 2.5477  0.0000
H -2.8939 5.3604 4.2237  0.0000
H -0.7282 4.1383 4.2551  0.0000
H -0.3214 2.3619 2.5896  -0.0001
H -5.2213 -2.9442 -1.0975  0.0003
H -5.4005 -3.1693 -2.8527  0.0000
H -6.8830 -1.2688 -1.7616  0.0000
H -5.9065 -0.7867 -3.1653  0.0001
C 2.0977 2.9626 0.7015  -0.0006
C 2.2495 2.3608 2.0624  -0.0007
C 2.5920 3.1820 3.1336  0.0001
C 2.8431 2.6589 4.3898  -0.0007
C 2.7781 1.2872 4.5868  -0.0001
C 2.4220 0.4609 3.5352  -0.0007
C 2.1153 0.9853 2.2770  -0.0025
P 1.7890 -0.1685 0.8920  -0.0124
C 1.7532 -1.8331 1.6325  0.0239
C 2.6743 -2.8080 1.0466  0.0023
C 2.4660 -4.1268 1.1268  0.0248
C 1.2223 -4.6545 1.6913  0.0112
C 0.3844 -3.6575 2.5032  0.0138
C 0.7554 -2.2359 2.4603  -0.0158
C -0.1440 -1.3259 3.2516  -0.0030
C 3.3058 -0.0599 -0.0555  -0.0016
C 4.5435 0.4009 0.3809  -0.0006
C 5.5954 0.4523 -0.5196  -0.0003
C 5.4009 0.0370 -1.8339  -0.0005
C 4.1663 -0.4366 -2.2525  -0.0009
C 3.1009 -0.4907 -1.3564  -0.0020
C 1.7599 -1.0528 -1.7396  -0.0109
H 1.5530 3.9065 0.7505  -0.0001
H 1.5609 2.2844 0.0438  -0.0003
H 3.0776 3.1587 0.2580  0.0000
H 2.6746 4.2499 2.9668  0.0000
H 3.1093 3.3163 5.2076  0.0000
H 3.0090 0.8596 5.5537  0.0000
H 2.4034 -0.6083 3.6894  0.0001
H 3.5890 -2.4373 0.6010  -0.0002
H 3.2249 -4.8279 0.8040  0.0016
H 1.2375 -5.6785 2.0370  0.0000
H -0.1415 -4.0126 3.3802  0.0006
H -1.1298 -1.7738 3.3767  -0.0004
H -0.2699 -0.3474 2.7854  -0.0003
H 0.2641 -1.1579 4.2515  -0.0016
H 4.6788 0.7304 1.4043  0.0000
H 6.5618 0.8225 -0.2045  0.0000
H 6.2219 0.0856 -2.5381  0.0000
H 4.0279 -0.7667 -3.2761  0.0000
H 1.7655 -2.1245 -1.5051  0.0069
H 1.6969 -1.0253 -2.8211  0.0009
I -4.2492 -3.1712 2.5104  0.2575
C -2.5661 -3.0517 1.4341  0.9326
C -0.1194 -4.2002 1.1736  0.0501
N -0.1696 -3.3022 0.0541  0.1656
N -0.7329 -2.0714 0.2069  0.3706
C -1.8432 -2.0072 0.9752  0.0919
H -0.9084 -4.9357 1.2220  0.0147
H 0.7260 -3.2101 -0.4066  0.0046
H -2.1765 -1.0037 1.2159  0.0146

Cartesian forces (eV/Å) of the 3 atoms listed first:
Tc 0.05 0.34 -0.20
C -0.02 0.00 0.00
N 0.02 -0.07 -0.02

Output
Gap between HOMO and LUMO (spin up / spin down) = 7.72 / 6.52 eV
E_LUMO (spin up / spin down) = -2.56 / -3.87 eV
Spin multiplicity = 4
Total charge = +1

No. 3
Formula: C43H46N3O3PSiSnTe
Source: the OMol25 dataset
Level of theory: wB97M-V/def2-TZVPD

Each line ends with the Löwdin charge.
CARTESIAN COORDINATES (ANGSTROEM)
Sn 10.9097 15.0823 10.6701  1.2459
C 16.2510 11.5719 12.2988  -0.0395
C 15.4397 12.8100 11.8973  -0.2650
C 15.6651 13.3832 10.6584  0.0313
C 14.8491 14.3779 10.1289  -0.1038
C 15.3391 15.0854 8.9356  -0.2909
O 15.4307 14.4915 7.8592  0.0902
C 15.7444 16.5389 9.0188  -0.1071
C 16.0489 17.3493 7.8517  -0.0192
C 16.5784 18.5513 7.9478  -0.0980
C 16.8925 19.0594 9.2298  -0.0473
C 16.6119 18.2701 10.3603  -0.0738
C 16.0422 17.0340 10.2513  -0.0438
C 13.7445 14.8295 10.8907  -0.3707
O 12.9021 15.7349 10.4667  -0.2827
C 13.5811 14.2668 12.1976  -0.1027
C 14.4565 13.2811 12.7080  0.0015
C 12.6906 14.9107 13.2302  -0.1917
N 11.5136 15.2344 12.9089  -0.0126
C 10.6061 15.9691 13.8204  -0.3070
C 9.1711 15.5566 13.7839  -0.4749
Te 8.6799 13.9232 15.1529  1.3122
C 9.7622 12.2939 14.4114  -0.5482
C 10.1493 11.4143 15.3019  -0.1973
C 10.7144 10.0313 15.2015  -0.0953
C 10.7682 9.2805 14.1501  -0.0479
C 10.3765 9.8238 12.7510  -0.1138
C 9.8635 11.9239 12.9343  -0.2586
C 13.3294 15.2227 14.5362  -0.1572
C 12.8883 14.7467 15.7970  -0.0264
C 13.6982 14.7795 16.8934  -0.0700
C 14.8442 15.5584 16.7882  -0.0678
C 15.2300 16.1566 15.5669  -0.0657
C 14.5357 15.8870 14.4194  -0.0286
H 17.3095 11.6155 11.9020  0.0962
H 15.7508 10.6796 11.9349  0.0750
H 16.1987 11.5242 13.3667  0.0577
H 16.5714 13.0758 10.0344  0.1580
H 15.8551 16.8826 6.9096  0.1108
H 16.8979 19.1520 7.1280  0.1003
H 17.3849 20.0066 9.3315  0.0938
H 16.8620 18.6413 11.3278  0.0915
H 15.7274 16.3732 11.1080  0.1290
H 14.3656 13.0096 13.6906  0.0998
H 10.6564 17.0172 13.4868  0.1124
H 11.0561 16.0187 14.8175  0.0935
H 8.9073 15.2712 12.7559  -0.0047
H 8.5271 16.3187 14.1825  0.0344
H 9.8956 11.6990 16.3185  0.0636
H 11.0162 9.6324 16.1859  0.1114
H 11.0515 8.2309 14.2040  0.1090
H 10.3695 9.0294 11.9843  0.1475
H 9.5247 12.7625 12.3966  0.0753
H 11.9892 14.1683 15.9179  0.0936
H 13.4324 14.5852 17.8750  0.0884
H 15.4695 15.7855 17.6478  0.1026
H 16.1439 16.8114 15.5790  0.1237
H 15.0285 16.1939 13.5003  0.1256
C 5.8754 15.4315 12.2540  -0.1763
P 6.6584 14.9986 10.6989  0.5697
C 5.4842 13.9407 9.8085  -0.1660
C 6.7915 16.4481 9.5572  -0.1656
O 8.0339 14.4324 10.9373  -0.4954
H 4.8317 15.7035 12.1065  0.0516
H 6.4295 16.2531 12.7659  0.0581
H 5.9837 14.5618 12.9081  0.0407
H 4.4932 14.3666 9.8673  0.0502
H 5.5304 12.8696 10.0166  0.0175
H 5.8609 14.0597 8.7788  0.0522
H 5.9548 17.1802 9.3636  0.0755
H 7.1388 16.1369 8.5975  0.0393
H 7.5372 17.0969 10.0070  0.0028
C 7.8500 20.2380 9.7345  -0.2017
Si 9.7271 20.2329 10.0686  0.5081
C 10.1078 21.2128 11.6267  -0.1775
C 10.9298 20.7595 8.6443  -0.1730
C 10.0686 18.4094 10.4981  -0.2247
C 10.3303 17.2698 10.8463  -0.2559
H 7.2350 21.1334 9.8005  0.0189
H 7.5838 19.5431 10.6104  0.0366
H 7.5624 19.6136 8.8890  0.0116
H 10.5471 20.6225 12.3915  0.0142
H 9.1434 21.5499 12.0400  0.0350
H 10.6053 22.0981 11.4331  -0.0052
H 10.9155 19.8813 7.9777  0.0303
H 11.8661 20.7885 9.1832  0.0160
H 10.8435 21.7039 8.1958  -0.0026
N 5.9210 10.5948 10.9792  0.1622
C 7.0402 10.6865 11.0939  -0.1646
C 8.4935 10.8479 11.3028  -0.1355
C 9.2144 11.1937 10.2146  -0.0047
C 10.6617 11.3773 10.1782  -0.1819
N 11.5334 11.2590 11.0876  0.1128
C 11.1311 11.1730 12.4607  -0.2267
C 9.0268 10.6836 12.7249  -0.1404
H 8.7302 11.2630 9.2827  0.1039
H 11.0216 11.5421 9.1248  0.1254
H 11.9905 11.4435 13.1065  0.1458
H 8.2901 10.4489 13.4924  0.1580

Cartesian forces (eV/Å) of the 3 atoms listed first:
Sn -0.27 0.87 -0.06
C 0.37 1.07 -0.77
C 1.40 -1.96 -0.27

Output
Gap between HOMO and LUMO = 7.34 eV
E_LUMO = -0.44 eV
ΔE to the lowest compared entry with this formula, charge and spin = 3.405 eV
Total charge = 0

No. 4
Formula: C43H47AsMnN2O6SSe
Source: the OMol25 dataset
Level of theory: wB97M-V/def2-TZVPD

Each line ends with the Löwdin spin population.
CARTESIAN COORDINATES (ANGSTROEM)
Mn -0.0826 -0.3060 -0.5516  4.6995
C 3.3703 1.6845 1.8325  0.0001
C 2.1770 0.8253 2.2233  0.0007
C 2.2156 0.4854 3.7167  0.0003
O 2.2733 -0.3649 1.4588  0.0062
C 0.8697 1.6111 1.9439  0.0053
O 0.7002 2.6628 2.5826  0.0042
O 0.0630 1.1079 1.1207  0.0361
H 4.2934 1.1295 2.0182  0.0000
H 3.3708 2.6119 2.4035  0.0000
H 3.3140 1.9258 0.7699  0.0000
H 3.1711 0.0129 3.9612  0.0000
H 1.4188 -0.2229 3.9656  0.0000
H 2.0808 1.3869 4.3133  0.0000
H 1.4450 -0.8650 1.5815  0.0006
O -0.1757 -1.6631 1.4439  0.0297
As -1.4737 -1.6368 2.4522  0.0041
C -2.6904 -3.0607 2.0196  0.0016
C -3.6645 -3.4863 2.9142  0.0002
C -4.5197 -4.5168 2.5568  0.0006
C -4.3919 -5.1100 1.3046  0.0001
C -3.4247 -4.6733 0.4142  0.0009
C -2.5638 -3.6382 0.7637  0.0016
C -0.8148 -2.0947 4.2158  0.0015
C 0.3082 -2.9188 4.2416  0.0005
C 0.8537 -3.3027 5.4568  0.0000
C 0.2844 -2.8605 6.6452  0.0001
C -0.8344 -2.0394 6.6208  0.0001
C -1.3863 -1.6560 5.4044  0.0003
C -2.5243 -0.0447 2.6574  0.0004
C -3.7038 0.0547 1.9266  0.0023
C -4.5081 1.1733 2.1043  0.0005
C -4.1230 2.1845 2.9725  0.0002
C -2.9185 2.1007 3.6587  0.0003
C -2.1165 0.9794 3.5028  0.0001
H -3.7619 -3.0176 3.8881  0.0000
H -5.2846 -4.8542 3.2456  0.0001
H -5.0635 -5.9119 1.0203  0.0000
H -3.3461 -5.1114 -0.5720  0.0002
H -1.8484 -3.2387 0.0560  0.0009
H 0.7664 -3.2278 3.3085  0.0003
H 1.7322 -3.9355 5.4741  0.0000
H 0.7207 -3.1509 7.5931  0.0000
H -1.2742 -1.6884 7.5458  0.0000
H -2.2605 -1.0162 5.3910  0.0000
H -3.9620 -0.6919 1.1827  0.0022
H -5.4179 1.2642 1.5246  0.0001
H -4.7476 3.0630 3.0889  0.0000
H -2.5860 2.9130 4.2912  0.0000
H -1.1554 0.9381 4.0022  0.0000
O 1.7502 0.4743 -1.6616  0.0268
C 1.9218 1.4669 -2.3411  0.0108
C 1.3812 1.6032 -3.7413  0.0013
C 2.5911 1.6814 -4.6959  0.0003
C 3.8186 0.8756 -4.2229  0.0002
C 4.7686 1.6179 -3.2687  0.0001
C 4.2054 1.8376 -1.8649  0.0006
N 2.8602 2.4268 -1.9577  0.0031
H 0.7271 2.4730 -3.8153  0.0003
H 0.7767 0.7157 -3.9286  0.0003
H 2.8874 2.7262 -4.8516  0.0000
H 2.2760 1.3106 -5.6733  0.0001
H 4.3935 0.5569 -5.0946  0.0000
H 3.4766 -0.0491 -3.7501  0.0001
H 5.0102 2.5964 -3.7082  0.0000
H 5.7125 1.0700 -3.1958  0.0000
H 4.8516 2.4853 -1.2681  0.0000
H 4.0953 0.8949 -1.3279  0.0001
H 2.8616 3.2009 -2.6116  0.0002
Se -2.4179 -0.7963 -1.2684  0.0762
C 1.1230 -2.5944 -1.0346  -0.0033
C 2.0429 -2.5412 -2.0585  0.0131
C 3.4616 -2.4129 -1.8272  0.0028
C 4.3768 -2.4814 -2.8358  0.0042
C 3.9867 -2.6364 -4.1871  0.0103
C 2.5960 -2.6624 -4.4529  0.0038
C 1.6716 -2.6040 -3.4526  0.0036
C 4.9396 -2.6743 -5.2256  0.0039
N 5.7277 -2.6992 -6.0762  0.0075
H 1.4723 -2.7108 -0.0163  -0.0004
H 0.0973 -2.8846 -1.2379  0.0015
H 3.7980 -2.2895 -0.8035  0.0001
H 5.4345 -2.4114 -2.5999  0.0002
H 2.2601 -2.7320 -5.4826  0.0001
H 0.6140 -2.6263 -3.6906  0.0004
C -2.3462 2.7719 0.2163  0.0013
S -1.1814 3.3269 -1.0278  0.0037
O -0.5188 2.1181 -1.5946  0.0177
C -2.4257 3.7031 -2.2714  0.0006
C -2.7781 5.0097 -2.5631  0.0002
C -3.7348 5.2535 -3.5428  0.0001
C -4.3165 4.1870 -4.2125  0.0001
C -3.9487 2.8794 -3.9097  0.0003
C -2.9945 2.6220 -2.9389  0.0015
H -2.7354 1.8089 -0.1351  0.0016
H -3.1153 3.5366 0.3199  0.0000
H -1.7803 2.6353 1.1358  0.0000
H -2.3044 5.8281 -2.0336  0.0000
H -4.0158 6.2712 -3.7855  0.0000
H -5.0590 4.3739 -4.9798  0.0000
H -4.4101 2.0501 -4.4308  0.0001
H -2.6892 1.6074 -2.6738  0.0023

Cartesian forces (eV/Å) of the 3 atoms listed first:
Mn -0.23 -0.15 0.17
C -0.03 0.00 -0.05
C 0.09 -0.12 0.04

Output
Gap between HOMO and LUMO (spin up / spin down) = 4.34 / 4.61 eV
E_LUMO (spin up / spin down) = 3.98 / 3.98 eV
ΔE to the lowest compared entry with this formula, charge and spin = 0.000 eV
Spin multiplicity = 6
Total charge = -2

| no. | E (Eh) | molecular weight (g mol⁻¹) |
| --- | --- | --- |
| 1 | -4917.3349 | 984.91 |
| 2 | -3605.0931 | 982.87 |
| 3 | -3169.1506 | 958.23 |
| 4 | -8414.1766 | 928.74 |